# 1
The following is a quantum chemistry calculation of a single C3H4FN molecule at a distorted geometry, from OMol25.

Computed properties:
- Highest occupied orbital energy: -9.16 eV
- SMILES: C=NC(=C)F
- Energy above the lowest of the compared OMol25 structures with the same formula, charge and spin: 1.056 eV
- Lowest unoccupied orbital energy: 0.213 eV

Geometry as XYZ:
```
9
Properties=species:S:1:pos:R:3:forces:R:3:nbo_charge:R:1
F 0.5497 1.6774 0.0346 -0.2435 0.3184 -0.1029 -0.324
N -0.6542 -0.3498 -0.0556 -1.8744 0.4996 -0.1763 -0.444
C 1.7285 -0.3869 -0.0995 -3.1968 2.4526 0.1396 -0.463
C 0.5297 0.3501 -0.0528 3.4919 -3.8134 -0.0446 0.503
C -1.7672 0.2823 -0.0839 0.3694 -0.8048 0.6033 -0.032
H 2.5720 0.2773 -0.1102 0.7292 -0.3945 0.0182 0.205
H -2.7719 -0.1057 -0.0134 0.1898 -1.4711 -0.2266 0.173
H 1.7698 -1.4887 -0.1166 -0.1731 1.0137 -0.0474 0.234
H -1.8943 1.3145 -0.0357 0.7075 2.1994 -0.1634 0.148
```
Positions in Å, forces in eV/Å.

=====

# 2
The following is a quantum chemistry calculation of a single H5N2P molecule at a distorted geometry, from OMol25.

Computed properties:
- Highest occupied orbital energy: -8.83 eV
- SMILES: NNP
- Energy above the lowest of the compared OMol25 structures with the same formula, charge and spin: 1.778 eV
- Lowest unoccupied orbital energy: 0.989 eV

Geometry as XYZ:
```
8
Properties=species:S:1:pos:R:3:forces:R:3:nbo_charge:R:1
P 0.8050 0.7005 0.8274 -0.1204 1.4650 1.5743 0.527
N -1.1155 -0.8095 -0.5118 0.5156 -0.4149 -0.0849 -0.626
N 0.2332 -0.3630 -0.3133 2.0764 -3.3566 -0.5020 -0.791
H -1.1181 -1.1272 -1.4725 -0.2134 0.5780 -0.5367 0.341
H 0.9963 -1.1897 -0.2778 -2.2754 2.1909 -0.5824 0.352
H -1.2384 -1.7117 -0.0718 -0.1421 -0.0646 0.9532 0.327
H 0.6418 0.1304 2.1743 -0.3483 0.0861 -0.7082 -0.094
H -0.3355 1.5828 0.9511 0.5078 -0.4840 -0.1133 -0.037
```
Positions in Å, forces in eV/Å.

=====

# 3
The following is a quantum chemistry calculation of a single C4H5N5O2S2 molecule at a distorted geometry, from OMol25.

Computed properties:
- Highest occupied orbital energy: -7.93 eV
- Energy above the lowest of the compared OMol25 structures with the same formula, charge and spin: 2.047 eV
- Lowest unoccupied orbital energy: -0.828 eV

Geometry as XYZ:
```
18
Properties=species:S:1:pos:R:3:forces:R:3:nbo_charge:R:1
S 1.2256 1.5824 0.0344 1.5909 1.8096 1.0290 1.443
S -1.2627 0.5778 1.1748 -0.7632 -0.5457 1.8830 0.345
O 1.5365 0.6196 1.3948 0.9448 0.4884 -0.1219 -0.924
O 1.6863 2.9235 0.4800 -0.0586 -0.7218 -0.4978 -0.948
N 0.8985 -1.2492 -2.0106 -0.2153 -0.7814 2.0854 -0.237
N -0.6112 0.6185 -2.2971 -0.4005 -0.4830 -0.2315 -0.380
N -0.8165 -1.9399 2.2849 -0.4039 2.0315 -0.7559 -0.785
N -0.3515 -1.7632 0.0134 -0.0114 -0.5050 0.3190 -0.459
N 0.6472 -0.0103 -2.4418 -0.4850 0.3983 0.9498 -0.269
C -1.0697 1.1901 -1.2135 -0.3928 -0.1529 -2.3731 0.098
C -0.5356 1.6831 0.0457 0.1940 -3.0537 0.0931 -0.740
C 0.2593 -1.7174 -1.0369 0.1352 2.6577 -2.2313 0.591
C -0.7512 -1.1864 1.1031 0.2043 -0.1368 0.0578 0.333
H -2.1499 1.3423 -1.4596 0.7447 0.3017 0.8946 0.217
H 1.3054 0.4049 -3.0612 0.1405 -0.2899 -0.6395 0.400
H -1.4307 -2.7482 2.2797 0.2662 0.0489 -0.1311 0.408
H -1.0216 -1.2693 3.0283 -0.0938 -0.6159 0.1128 0.403
H 2.4419 0.9415 1.6815 -1.3961 -0.4500 -0.4423 0.505
```
Positions in Å, forces in eV/Å.